Entry 1:
Molecular formula: C36H79BF2IN3O14PSi
Method: DFT, ωB97M-V/def2-TZVPD

Last column: Mulliken charge in e.
Atoms and positions in Å:
C 4.0569 1.6429 1.3159  -0.767
C 5.5558 1.3053 0.8912  -0.297
O 5.8268 -0.1033 0.8556  -0.283
C 5.7891 -0.6417 -0.4613  -0.903
C 4.3775 -1.1996 -0.8611  -0.100
O 4.1360 -2.5769 -0.4816  -0.629
C 3.5362 -2.6528 0.8218  -0.309
N 2.0341 -2.7820 0.5715  1.122
C 1.3584 -2.0095 1.6538  -1.239
O 0.1532 -2.5658 2.1609  -0.255
C -0.2743 -1.9442 3.3328  0.733
C -1.1751 -2.8297 4.2711  -0.984
O -0.0388 -0.8107 3.6452  -0.493
C 1.6185 -4.1985 0.3557  -1.131
C 0.2240 -4.4348 -0.2912  0.883
F -0.8299 -4.6879 0.5672  -0.284
F 0.3402 -5.5880 -1.1080  -0.418
C -0.2693 -3.3155 -1.3051  -1.976
C -1.0453 -2.1186 -0.6447  0.678
Si -2.4875 -1.4550 -1.7547  -0.112
C -1.8842 -0.6533 -3.3631  -0.896
C -3.5572 -2.9703 -2.1939  -1.098
C -3.4522 -0.2519 -0.6173  0.556
C -3.5413 1.1948 -0.8213  -0.397
C -4.2985 1.9659 0.1967  -0.374
C -4.9245 1.3348 1.3611  -0.103
C -4.8546 -0.1334 1.5614  -0.922
C -4.1091 -0.8904 0.5556  -0.302
C 1.9889 -5.0061 1.6545  0.309
B 1.4964 -6.5414 1.7251  0.866
O 2.0815 -7.5590 0.9655  -0.541
O 0.3996 -6.8231 2.5852  -0.456
C 0.7712 -6.6949 3.9683  0.095
C -0.3461 -7.2428 4.9593  -0.910
N 3.4958 -5.1118 1.6638  -0.315
C 4.1485 -3.7991 1.7232  -0.619
I 4.2713 -3.2690 3.8504  0.169
P 5.9685 -4.1395 1.2261  0.749
N 6.4379 -5.2753 2.2254  -0.871
O 6.9484 -2.8222 1.5100  -0.438
O 6.1111 -4.7804 -0.3008  -0.492
H 3.6713 0.9340 2.0906  0.132
H 4.0401 2.7087 1.6772  0.424
H 3.4176 1.6066 0.3935  0.130
H 6.1967 1.7238 1.7237  0.291
H 5.8475 1.8648 -0.0344  0.304
H 6.5242 -1.4844 -0.6170  0.318
H 6.0634 0.1238 -1.2503  0.449
H 4.2779 -1.1624 -1.9861  0.438
H 3.5626 -0.5065 -0.4810  0.054
H 3.7846 -1.6584 1.2987  0.970
H 1.9205 -2.2404 -0.3047  0.813
H 1.0989 -0.9890 1.2342  0.275
H 2.0117 -1.7729 2.5455  0.638
H -2.1898 -2.3509 4.3737  0.369
H -0.7067 -2.9956 5.2728  0.308
H -1.3702 -3.8479 3.8221  0.189
H 2.3529 -4.5808 -0.4196  0.761
H -0.8892 -3.8494 -2.0812  0.662
H 0.6630 -2.9871 -1.8626  0.237
H -1.5153 -2.3321 0.3452  -0.014
H -0.3231 -1.2463 -0.5703  0.086
H -1.0377 0.0580 -3.2063  0.211
H -2.7713 -0.0950 -3.7931  0.262
H -1.6136 -1.4082 -4.1608  0.412
H -4.5665 -2.6241 -2.5444  0.380
H -3.7065 -3.6073 -1.2769  0.319
H -3.1127 -3.6174 -2.9943  0.330
H -3.0440 1.6908 -1.6914  0.362
H -4.3472 3.0729 0.0686  0.445
H -5.4684 1.9102 2.1473  0.205
H -5.2950 -0.6650 2.4324  0.361
H -4.0309 -2.0020 0.7002  0.228
H 1.7140 -4.5168 2.6226  -0.336
H 1.6539 -8.3766 1.2846  0.335
H 1.7181 -7.2430 4.2199  0.290
H 0.9443 -5.6202 4.2918  0.054
H -1.0937 -7.9037 4.4551  0.301
H 0.1683 -7.7902 5.8026  0.307
H -0.9201 -6.3995 5.4659  0.043
H 3.7632 -5.6195 0.8079  0.422
H 7.2393 -4.9392 2.7669  0.230
H 7.8577 -3.1236 1.3018  0.372
H 5.8100 -5.7085 -0.2759  0.380
C 0.8439 3.8568 -3.5046  -0.679
C 0.3380 2.8842 -4.5512  -0.082
O -0.7087 2.0783 -4.0137  -0.399
H 1.2139 3.3198 -2.6279  0.217
H 1.6490 4.4755 -3.9040  0.314
H 0.0355 4.5078 -3.1621  0.045
H 1.1403 2.2206 -4.8757  0.222
H -0.0451 3.4171 -5.4280  0.178
H -1.4191 2.6719 -3.7384  0.185
C 4.0147 3.7102 -8.2282  -1.104
C 3.5836 3.1413 -6.8906  -0.212
O 2.9713 4.1515 -6.0936  -0.455
H 4.7164 4.5342 -8.0849  0.272
H 4.4912 2.9445 -8.8436  0.347
H 3.1558 4.1125 -8.7720  0.346
H 4.4460 2.7604 -6.3419  0.300
H 2.8710 2.3207 -7.0281  0.232
H 2.2042 4.4791 -6.5782  0.286
C -1.8436 7.4684 -2.4361  -1.220
C -2.3474 6.4935 -3.4818  0.322
O -3.3885 5.6889 -2.9399  -0.531
H -1.4726 6.9318 -1.5598  0.356
H -1.0388 8.0901 -2.8356  0.330
H -2.6529 8.1184 -2.0943  0.389
H -1.5428 5.8312 -3.8056  0.053
H -2.7311 7.0225 -4.3566  0.003
H -4.0986 6.2817 -2.6645  0.293
C -3.9191 10.7712 -5.6054  -1.212
C -3.4250 9.4392 -5.0758  -0.116
O -4.3813 8.8744 -4.1830  -0.481
H -4.1015 11.4656 -4.7830  0.310
H -3.1907 11.2153 -6.2867  0.351
H -4.8667 10.6485 -6.1366  0.343
H -2.4901 9.5696 -4.5292  0.228
H -3.2502 8.7344 -5.8957  0.294
H -5.2021 8.7533 -4.6752  0.273
C -5.9235 6.2463 3.2102  -1.117
C -6.0990 5.0316 2.3199  -0.184
O -4.8861 4.7405 1.6301  -0.442
H -5.6252 7.1140 2.6185  0.278
H -6.8500 6.4812 3.7380  0.345
H -5.1340 6.0748 3.9470  0.348
H -6.8721 5.2140 1.5729  0.303
H -6.3882 4.1552 2.9098  0.206
H -4.2071 4.5704 2.2940  0.272
C -1.7280 -6.2298 9.4529  -1.025
C -0.7174 -5.3159 8.7881  -0.273
O -1.1599 -4.9516 7.4813  -0.430
H -1.8790 -7.1317 8.8560  0.258
H -1.3952 -6.5195 10.4512  0.339
H -2.6996 -5.7356 9.5369  0.333
H 0.2444 -5.8200 8.6866  0.277
H -0.5700 -4.4052 9.3767  0.268
H -2.0061 -4.4982 7.5767  0.259

- net charge = +1
- HOMO level (eV) = -10.5
- strongest force on any atom (eV/A) = 4.7
- gap between HOMO and LUMO (eV) = 7.94


Entry 2:
Molecular formula: C36H80Br2N3O8S7
Method: DFT, ωB97M-V/def2-TZVPD

Last column: Mulliken charge in e.
Atoms and positions in Å:
C 8.8507 1.5242 0.9817  -1.131
C 9.1130 2.3793 -0.2763  -0.072
C 8.8150 1.6713 -1.6205  -0.943
C 7.6291 2.2446 -2.3938  -0.145
N 6.3024 1.7127 -2.0023  0.433
C 5.2681 2.4949 -2.6936  -1.222
C 3.8521 2.1474 -2.2147  0.445
C 2.9950 3.3862 -1.9278  -1.335
C 1.4924 3.1834 -2.2816  -1.438
C 0.6365 3.0576 -1.0287  -0.066
C -0.6711 2.2621 -1.0829  0.236
C -0.7188 1.1814 -2.1615  -1.542
C -2.1107 0.5462 -2.2170  -0.970
O -1.9900 -0.8811 -2.1553  -0.324
C -3.1871 -1.4867 -1.9083  0.471
C -3.1858 -2.5727 -0.8798  -0.700
O -4.1917 -1.1477 -2.4942  -0.570
N -0.9966 1.7505 0.2560  0.375
C -0.2460 0.5448 0.5972  -0.230
C -0.6500 -0.1557 1.9344  -0.344
C 0.3257 0.1195 3.0778  -1.196
O -2.0034 0.0757 2.2940  -0.590
C -0.7458 2.7689 1.2831  -0.510
C -0.7588 4.1860 0.7226  -1.182
N 0.3192 4.3846 -0.3193  0.063
C 0.0789 5.5715 -1.2192  -0.634
Br 1.7753 6.4293 -1.6053  0.096
C -0.9088 6.6214 -0.6977  -0.095
C -1.1297 7.7140 -1.7614  -1.382
Br -0.2894 7.4775 0.9311  -0.033
C 6.2007 0.3230 -2.2833  -0.193
S 5.8449 -0.3050 -3.7294  -0.172
S 6.5319 -0.7922 -0.9034  -0.176
C 4.8391 -1.1540 -0.2955  -0.535
C 4.6368 -0.7211 1.1608  -0.411
C 4.9815 0.7465 1.4437  -0.496
H 8.6940 0.4777 0.7261  0.276
H 7.9965 1.8920 1.5510  0.175
H 9.7053 1.5612 1.6597  0.352
H 8.5592 3.3143 -0.2174  0.094
H 10.1750 2.6257 -0.2793  0.434
H 8.7203 0.5965 -1.4591  0.464
H 9.6911 1.7961 -2.2605  0.417
H 7.7850 2.0503 -3.4654  0.411
H 7.6087 3.3245 -2.2509  -0.236
H 5.3399 2.3768 -3.7816  0.299
H 5.4896 3.5446 -2.4887  0.310
H 3.3897 1.5221 -2.9832  0.687
H 3.9463 1.5157 -1.3316  -0.874
H 3.1154 3.6542 -0.8739  0.531
H 3.3928 4.2148 -2.5125  0.668
H 1.1566 3.9333 -2.9978  0.408
H 1.4640 2.2328 -2.8072  0.855
H 1.2850 2.5241 -0.3285  0.246
H -1.4915 2.9349 -1.3776  0.152
H 0.0332 0.4138 -1.9832  0.455
H -0.5375 1.6586 -3.1221  0.863
H -2.6054 0.8394 -3.1429  0.482
H -2.7331 0.8774 -1.3845  0.409
H -4.1513 -2.5578 -0.3803  0.329
H -3.1100 -3.5279 -1.4033  0.355
H -2.3885 -2.4737 -0.1479  0.216
H -0.3365 -0.2115 -0.1776  0.428
H 0.8326 0.7591 0.6974  0.182
H -0.5831 -1.2303 1.7431  0.417
H 0.1373 -0.5981 3.8710  0.370
H 1.3395 -0.0479 2.7061  0.108
H 0.2377 1.1442 3.4478  0.348
H -2.0171 0.6951 3.0282  0.372
H -1.5695 2.7274 1.9956  0.481
H 0.2175 2.6176 1.7861  0.335
H -1.7394 4.3193 0.2740  0.350
H -0.5914 4.8730 1.5429  0.533
H 1.1576 4.6128 0.2207  0.850
H -0.3058 5.2213 -2.1743  0.591
H -1.8848 6.1739 -0.5315  0.515
H -1.1422 7.2958 -2.7680  0.368
H -2.1246 8.1283 -1.5884  0.425
H -0.4308 8.5368 -1.6595  0.410
H 4.1283 -0.6656 -0.9612  0.182
H 4.7416 -2.2347 -0.3778  0.518
H 3.5990 -0.9217 1.4361  0.152
H 5.2901 -1.3414 1.7776  0.425
H 6.0514 0.8686 1.5846  0.044
H 4.6891 1.3968 0.6184  0.036
H 4.4514 1.0743 2.3396  0.378
C -3.2058 -3.6161 5.4441  -1.056
S -2.7437 -1.9323 5.0521  0.758
O -1.2528 -1.9077 4.9657  -0.691
C -3.1739 -1.2485 6.6574  -1.040
H -2.9699 -4.2341 4.5809  0.217
H -2.6356 -3.9526 6.3107  0.428
H -4.2771 -3.6584 5.6374  0.386
H -2.6111 -1.7611 7.4375  0.317
H -4.2453 -1.3638 6.8182  0.371
H -2.9162 -0.1912 6.6526  0.305
C -6.9400 -6.1109 1.9995  -0.813
S -5.2644 -5.6412 2.4063  0.574
O -5.3161 -4.2514 2.9610  -0.675
C -4.6993 -5.4862 0.7155  -0.828
H -7.4935 -6.2207 2.9299  0.458
H -7.4001 -5.3361 1.3864  0.181
H -6.9236 -7.0604 1.4706  0.273
H -5.3119 -4.7459 0.1991  0.248
H -4.7691 -6.4548 0.2211  0.340
H -3.6616 -5.1570 0.7388  0.293
C -7.2225 -10.6475 0.5822  -0.844
S -5.5148 -10.2314 0.9442  0.372
O -5.5272 -8.8554 1.5145  -0.526
C -4.9854 -10.0796 -0.7648  -0.923
H -7.7469 -10.7426 1.5305  0.318
H -7.6756 -9.8525 -0.0110  0.209
H -7.2574 -11.5967 0.0477  0.389
H -5.5931 -9.3275 -1.2686  0.267
H -5.0822 -11.0452 -1.2604  0.395
H -3.9413 -9.7736 -0.7628  0.313
C -11.3558 -5.0984 0.5383  -0.940
S -10.7324 -6.2607 -0.6802  0.415
O -9.4640 -6.8150 -0.1362  -0.515
C -10.2797 -5.0285 -1.9060  -0.918
H -11.6538 -5.6678 1.4159  0.315
H -10.5695 -4.3922 0.8052  0.284
H -12.2206 -4.5752 0.1306  0.385
H -9.5675 -4.3265 -1.4719  0.275
H -11.1755 -4.5073 -2.2434  0.375
H -9.8219 -5.5482 -2.7447  0.313
C 6.6500 7.7640 -1.0783  -1.100
S 7.1058 6.2961 -2.0080  0.663
O 8.1502 5.5881 -1.2269  -0.683
C 7.9363 7.1576 -3.3453  -1.109
H 6.1520 7.4387 -0.1672  0.321
H 7.5475 8.3280 -0.8259  0.386
H 5.9692 8.3736 -1.6732  0.381
H 8.7484 7.7600 -2.9390  0.374
H 7.2191 7.7857 -3.8738  0.372
H 8.3367 6.4081 -4.0244  0.311

- net charge = +1
- ΔE to the lowest compared entry with this formula, charge and spin (eV) = 0.0000
- HOMO level (eV) = -9.7
- strongest force on any atom (eV/A) = 1.4
- gap between HOMO and LUMO (eV) = 7.13


Entry 3:
Molecular formula: C36H80F4N6O11S4V
Method: DFT, ωB97M-V/def2-TZVPD

Last column: Mulliken charge in e.
Atoms and positions in Å:
O 2.1151 2.1135 0.0701  -0.551
V 0.5581 2.6282 0.3043  1.913
O -0.4217 1.3996 -0.1346  -0.512
C -3.1949 2.0932 1.6052  -0.342
C -4.4684 2.8348 1.8053  0.343
O -4.5899 4.0251 1.8745  -0.416
N -5.7032 1.9615 1.9955  -0.110
H -6.3046 2.0323 1.1756  0.375
H -5.4523 0.9764 1.9608  0.381
C -6.3642 2.2412 3.3448  -0.787
H -3.3341 1.2148 0.9763  0.219
H -2.8854 1.7264 2.5909  0.452
H -2.4347 2.8332 1.3673  -0.282
H -5.6743 1.7602 4.0365  0.352
H -7.3128 1.7097 3.3561  0.370
H -6.4309 3.3107 3.5227  0.332
C -8.0352 -4.4319 -3.3686  -1.286
C -7.4971 -3.0537 -3.0200  -0.539
C -6.0748 -2.7576 -3.5469  -0.483
C -5.7489 -1.2664 -3.7096  -1.096
N -4.2978 -0.8567 -4.0113  0.906
C -3.3358 -1.3538 -2.9261  -1.654
C -2.2521 -0.3302 -2.6482  0.321
C -2.7908 0.9887 -3.2401  -0.734
C -4.1767 0.6832 -3.8049  -0.775
C -3.9129 -1.2361 -5.4163  -0.823
C -2.4171 -1.1748 -5.7600  0.682
C -2.1908 -1.6027 -7.1815  -1.545
H -7.6650 -4.7804 -4.3342  0.373
H -9.1211 -4.4182 -3.4394  0.345
H -7.7198 -5.1855 -2.6471  0.308
H -7.4006 -2.8981 -1.9416  0.362
H -8.2301 -2.2985 -3.3085  0.427
H -6.0884 -3.1029 -4.5863  0.370
H -5.2758 -3.3680 -3.1234  0.305
H -6.0323 -0.7274 -2.8042  0.359
H -6.3702 -0.8510 -4.5028  0.562
H -3.0835 -2.4009 -3.0863  0.723
H -3.9388 -1.3801 -2.0152  0.445
H -1.3207 -0.6071 -3.1434  -0.007
H -2.0351 -0.3761 -1.5819  0.276
H -2.2270 1.2919 -4.1212  0.393
H -2.7936 1.7850 -2.4990  0.213
H -4.4271 1.2116 -4.7225  0.389
H -4.8744 1.0362 -3.0451  0.328
H -4.5426 -0.5736 -6.0090  0.408
H -4.1615 -2.2857 -5.5767  0.324
H -1.9366 -1.8329 -5.0326  -0.203
H -1.9742 -0.1845 -5.6453  0.036
H -2.9894 -1.2080 -7.8104  0.422
H -2.2189 -2.6785 -7.3645  0.354
H -1.1963 -1.2842 -7.4895  0.431
C 4.7841 0.6180 7.8200  -1.372
C 4.2960 1.0671 6.4626  -0.423
C 5.3353 1.5002 5.4309  -0.541
C 4.7502 1.9985 4.1192  -0.679
N 5.8413 2.1568 3.0695  0.442
C 5.1530 2.3969 1.7230  -0.571
C 6.2081 1.9988 0.7096  -0.944
C 6.9128 0.7481 1.2559  -0.753
C 6.4470 0.7701 2.7476  -0.709
C 6.8761 3.2001 3.4320  -0.784
C 6.2554 4.6070 3.7211  -0.125
C 7.2799 5.7355 3.9765  -1.439
H 4.9084 -0.4646 7.7386  0.316
H 4.0842 0.7963 8.6333  0.368
H 5.7690 0.9931 8.1001  0.345
H 3.6201 1.9085 6.6450  0.260
H 3.5987 0.3557 6.0116  0.334
H 6.1593 0.7855 5.3709  0.412
H 5.8726 2.2936 5.9608  0.318
H 4.2443 2.9520 4.2671  0.450
H 3.9702 1.3588 3.7072  0.183
H 4.8174 3.4216 1.5711  0.608
H 4.2641 1.7683 1.6724  0.093
H 6.9322 2.8151 0.7199  0.383
H 5.7515 2.0096 -0.2792  0.624
H 7.9965 0.7123 1.1792  0.373
H 6.5234 -0.1960 0.8752  0.290
H 7.2712 0.6862 3.4556  0.458
H 5.7198 0.0144 3.0365  0.383
H 7.6556 3.1671 2.6723  0.639
H 7.3217 2.7501 4.3200  0.458
H 5.5795 4.5330 4.5722  0.274
H 5.6628 4.8057 2.8268  0.222
H 7.8309 5.4920 4.8839  0.362
H 6.8101 6.7138 4.0491  0.389
H 7.9696 5.7762 3.1327  0.351
C 2.4536 -1.3044 -0.5151  -1.209
C 1.2385 -1.4487 0.4311  0.380
C 0.1643 -2.3585 -0.1608  0.866
C 0.4946 -3.8570 -0.0513  -1.066
N -0.1356 -4.7883 -1.1161  0.418
C -1.6411 -4.7090 -1.2045  -0.326
C -2.2313 -5.3757 0.0697  -0.779
C -1.1479 -6.3752 0.4566  -0.692
C 0.0186 -6.2040 -0.5024  -0.704
C 0.5892 -4.7643 -2.5159  -0.968
C 0.5128 -3.4148 -3.2336  1.164
C 0.8171 -3.5948 -4.7521  -1.576
H 3.1527 -0.5697 -0.1145  0.222
H 2.1279 -0.8518 -1.4516  0.255
H 2.9660 -2.2650 -0.5806  0.362
H 1.0178 -0.3902 0.5966  -0.911
H 1.4151 -1.8040 1.4496  0.543
H 0.0306 -2.0781 -1.2065  -0.737
H -0.7764 -2.0769 0.3200  0.345
H 0.3455 -4.2114 0.9675  0.480
H 1.5647 -3.9677 -0.2340  0.397
H -1.7533 -5.4155 -2.0280  0.646
H -2.0662 -3.7155 -1.3190  -0.042
H -3.1868 -5.8422 -0.1602  0.492
H -2.3123 -4.6755 0.8998  0.283
H -1.5230 -7.3924 0.5611  0.388
H -0.8368 -6.1378 1.4748  0.358
H 0.0406 -6.9507 -1.2958  0.509
H 0.9958 -6.2238 -0.0229  0.338
H 0.1075 -5.5711 -3.0684  0.513
H 1.6232 -5.0709 -2.3615  0.432
H 1.2580 -2.7377 -2.8189  -0.102
H -0.4996 -3.0108 -3.1955  -0.499
H 0.5173 -2.6550 -5.2148  0.441
H 0.1269 -4.3685 -5.0881  0.389
H 1.8753 -3.7810 -4.9170  0.408
N 0.2341 4.3928 -0.7687  0.139
S 1.1443 5.5874 -1.1055  0.768
O 1.0151 6.7370 -0.2228  -0.512
O 1.4399 5.9083 -2.4821  -0.556
F 2.5436 4.8972 -0.6622  -0.229
S -1.2587 5.2369 -0.9882  0.743
O -1.4388 5.8294 -2.2886  -0.520
O -1.8272 5.9089 0.1730  -0.481
F -2.1506 3.8978 -1.1477  -0.214
N 0.5740 2.8314 2.3684  0.461
S 0.5248 1.9348 3.6594  0.497
O -0.7910 1.5807 4.1194  -0.552
O 1.6007 2.1520 4.5919  -0.483
F 1.0153 0.5915 2.8749  -0.199
S 0.5422 4.2982 3.2373  0.664
O 1.8365 4.9248 3.3122  -0.512
O -0.4706 4.5529 4.2571  -0.486
F -0.0982 5.0991 1.9967  -0.191

- net charge = +3
- HOMO level (eV) = -15.8
- strongest force on any atom (eV/A) = 10.2
- gap between HOMO and LUMO (eV) = 8.15